Entry 1:
Here is a 5-piece molecular cluster, C26H48N3O18S5 overall from the Open Molecules 2025 dataset. Energies are from ωB97M-V/def2-TZVPD.

Geometry as XYZ:
```
100
C26H48N3O18S5 | the Open Molecules 2025 dataset | ωB97M-V/def2-TZVPD
C -2.69 5.68 -1.40
C -1.52 4.71 -1.06
C -1.28 4.88 0.45
C -2.01 3.27 -1.40
C -1.01 2.28 -2.03
C -1.81 1.23 -2.84
C -1.10 -0.12 -2.96
C -1.06 -0.87 -1.63
C -0.45 -2.28 -1.78
C 1.07 -2.27 -1.65
C 1.63 -3.70 -1.67
C 2.90 -3.88 -0.81
S 2.57 -5.21 0.37
C 3.66 -4.90 1.70
N 3.23 -4.97 2.93
N 4.36 -4.75 3.72
C 5.34 -4.55 2.91
O 4.98 -4.64 1.60
C -0.09 3.04 -2.98
C 0.66 4.14 -2.23
C 1.47 3.63 -1.05
C 1.64 4.80 -3.23
N -0.35 5.18 -1.87
O 0.20 6.21 -1.34
H -3.39 5.25 -2.11
H -3.21 6.02 -0.51
H -2.27 6.56 -1.87
H -0.24 4.72 0.74
H -1.52 5.90 0.74
H -1.94 4.24 1.02
H -2.88 3.28 -2.04
H -2.34 2.83 -0.47
H -0.43 1.74 -1.29
H -2.08 1.63 -3.81
H -2.75 1.09 -2.31
H -1.69 -0.73 -3.64
H -0.11 0.03 -3.37
H -2.06 -0.98 -1.23
H -0.44 -0.35 -0.90
H -0.85 -2.89 -0.98
H -0.75 -2.72 -2.73
H 1.31 -1.84 -0.67
H 1.53 -1.71 -2.46
H 0.85 -4.35 -1.27
H 1.82 -4.05 -2.68
H 3.18 -2.95 -0.32
H 3.72 -4.15 -1.46
H 6.37 -4.35 3.15
H -0.74 3.54 -3.70
H 0.60 2.39 -3.50
H 0.85 3.21 -0.27
H 2.13 2.84 -1.42
H 2.09 4.43 -0.65
H 2.61 4.99 -2.79
H 1.24 5.76 -3.56
H 1.75 4.19 -4.13
C 1.07 -6.79 5.22
C 1.45 -8.24 5.32
O 0.38 -8.84 6.08
S -0.99 -8.09 5.75
O -1.70 -8.82 4.77
O -1.60 -7.71 6.97
O -0.36 -6.80 5.04
H 1.30 -6.25 6.14
H 1.56 -6.30 4.38
H 2.39 -8.38 5.83
H 1.49 -8.72 4.34
C 4.96 -10.78 2.16
C 4.52 -9.44 1.62
O 4.09 -8.71 2.78
S 4.98 -9.15 4.04
O 6.02 -8.20 4.23
O 4.10 -9.51 5.10
O 5.61 -10.47 3.40
H 4.10 -11.43 2.37
H 5.65 -11.29 1.50
H 3.70 -9.51 0.91
H 5.35 -8.90 1.16
C -3.16 8.60 4.20
C -2.20 7.49 4.59
O -3.02 6.31 4.58
S -4.15 6.43 3.46
O -3.71 5.77 2.29
O -5.40 6.16 4.05
O -4.00 8.01 3.21
H -3.78 8.91 5.05
H -2.65 9.47 3.79
H -1.76 7.63 5.57
H -1.41 7.37 3.85
C -4.74 5.82 -6.64
C -3.52 6.46 -6.02
O -3.25 5.65 -4.86
S -3.67 4.14 -5.15
O -2.51 3.41 -5.53
O -4.51 3.70 -4.10
O -4.54 4.41 -6.46
H -5.65 6.11 -6.11
H -4.85 6.05 -7.69
H -3.68 7.49 -5.72
H -2.65 6.40 -6.68
```

Computed properties:
LUMO level (spin up / spin down) = 0.252 / 0.252 eV
2S+1 = 2

Entry 2:
Here is C26H49BN3OP2Pd as an isolated structure from the Open Molecules 2025 dataset. Energies are from ωB97M-V/def2-TZVPD.

Geometry as XYZ:
```
83
C26H49BN3OP2Pd | the Open Molecules 2025 dataset | ωB97M-V/def2-TZVPD
Pd 0.28 -1.50 -0.05
C 0.69 -1.83 3.90
C 0.17 -0.44 3.57
C 1.36 0.50 3.15
C -0.53 0.22 4.77
P -0.80 -0.54 1.91
C -1.27 1.30 1.61
N -0.40 1.70 0.56
B 0.42 0.63 -0.10
N 1.25 1.48 -0.93
C 2.13 0.84 -1.86
P 1.88 -1.00 -1.60
C 0.87 -1.26 -3.18
C 1.67 -1.00 -4.49
C 0.10 -2.64 -3.14
C -0.32 -0.31 -3.09
C 3.47 -1.95 -1.28
C 3.40 -2.38 0.20
C 4.82 -1.16 -1.60
C 3.50 -3.17 -2.20
C 1.11 2.85 -0.68
C 1.60 4.00 -1.31
C 1.06 5.26 -0.91
C -0.02 5.37 -0.04
C -0.57 4.22 0.50
C 0.03 2.98 0.20
C -2.40 -1.42 2.15
C -3.53 -0.55 2.64
C -2.28 -2.68 3.07
C -2.69 -1.96 0.72
H 1.58 -1.72 4.44
H 0.02 -2.45 4.48
H 0.99 -2.39 2.99
H 1.86 0.76 4.14
H 2.06 -0.12 2.61
H 1.06 1.44 2.63
H 0.22 0.27 5.56
H -0.90 1.23 4.46
H -1.35 -0.42 5.12
H -2.36 1.32 1.28
H -1.20 1.86 2.53
H 1.87 1.25 -2.89
H 3.19 1.10 -1.67
H 1.17 -0.27 -5.12
H 2.69 -0.59 -4.16
H 1.95 -1.91 -5.07
H 0.73 -3.56 -3.20
H -0.39 -2.75 -2.16
H -0.67 -2.67 -3.92
H -0.04 0.78 -3.03
H -0.92 -0.45 -4.01
H -0.96 -0.50 -2.23
H 3.56 -1.55 0.91
H 2.46 -2.87 0.42
H 4.18 -3.12 0.38
H 5.66 -1.76 -1.31
H 4.86 -0.89 -2.67
H 4.98 -0.19 -1.11
H 2.58 -3.72 -2.19
H 3.86 -2.85 -3.19
H 4.37 -3.71 -1.82
H 2.52 3.94 -1.93
H 1.51 6.19 -1.38
H -0.38 6.32 0.39
H -1.38 4.26 1.27
H -3.43 -0.22 3.70
H -3.79 0.29 2.01
H -4.46 -1.17 2.69
H -1.90 -2.50 4.07
H -3.27 -3.10 3.09
H -1.60 -3.40 2.67
H -3.09 -1.22 0.04
H -1.90 -2.49 0.20
H -3.47 -2.71 0.85
C -4.76 2.03 -2.23
C -3.81 1.84 -1.10
N -3.49 3.02 -0.51
O -3.26 0.78 -0.78
H -5.81 1.79 -1.89
H -4.52 1.28 -2.98
H -4.73 3.09 -2.56
H -4.04 3.84 -0.70
H -3.05 3.03 0.40
```

Computed properties:
LUMO level (spin up / spin down) = -2.126 / -5.007 eV
total charge = +1
2S+1 = 3

Repeat the second record exactly.
Here is C26H49BN3OP2Pd as an isolated structure from the Open Molecules 2025 dataset. Energies are from ωB97M-V/def2-TZVPD.

Geometry as XYZ:
```
83
C26H49BN3OP2Pd | the Open Molecules 2025 dataset | ωB97M-V/def2-TZVPD
Pd 0.28 -1.50 -0.05
C 0.69 -1.83 3.90
C 0.17 -0.44 3.57
C 1.36 0.50 3.15
C -0.53 0.22 4.77
P -0.80 -0.54 1.91
C -1.27 1.30 1.61
N -0.40 1.70 0.56
B 0.42 0.63 -0.10
N 1.25 1.48 -0.93
C 2.13 0.84 -1.86
P 1.88 -1.00 -1.60
C 0.87 -1.26 -3.18
C 1.67 -1.00 -4.49
C 0.10 -2.64 -3.14
C -0.32 -0.31 -3.09
C 3.47 -1.95 -1.28
C 3.40 -2.38 0.20
C 4.82 -1.16 -1.60
C 3.50 -3.17 -2.20
C 1.11 2.85 -0.68
C 1.60 4.00 -1.31
C 1.06 5.26 -0.91
C -0.02 5.37 -0.04
C -0.57 4.22 0.50
C 0.03 2.98 0.20
C -2.40 -1.42 2.15
C -3.53 -0.55 2.64
C -2.28 -2.68 3.07
C -2.69 -1.96 0.72
H 1.58 -1.72 4.44
H 0.02 -2.45 4.48
H 0.99 -2.39 2.99
H 1.86 0.76 4.14
H 2.06 -0.12 2.61
H 1.06 1.44 2.63
H 0.22 0.27 5.56
H -0.90 1.23 4.46
H -1.35 -0.42 5.12
H -2.36 1.32 1.28
H -1.20 1.86 2.53
H 1.87 1.25 -2.89
H 3.19 1.10 -1.67
H 1.17 -0.27 -5.12
H 2.69 -0.59 -4.16
H 1.95 -1.91 -5.07
H 0.73 -3.56 -3.20
H -0.39 -2.75 -2.16
H -0.67 -2.67 -3.92
H -0.04 0.78 -3.03
H -0.92 -0.45 -4.01
H -0.96 -0.50 -2.23
H 3.56 -1.55 0.91
H 2.46 -2.87 0.42
H 4.18 -3.12 0.38
H 5.66 -1.76 -1.31
H 4.86 -0.89 -2.67
H 4.98 -0.19 -1.11
H 2.58 -3.72 -2.19
H 3.86 -2.85 -3.19
H 4.37 -3.71 -1.82
H 2.52 3.94 -1.93
H 1.51 6.19 -1.38
H -0.38 6.32 0.39
H -1.38 4.26 1.27
H -3.43 -0.22 3.70
H -3.79 0.29 2.01
H -4.46 -1.17 2.69
H -1.90 -2.50 4.07
H -3.27 -3.10 3.09
H -1.60 -3.40 2.67
H -3.09 -1.22 0.04
H -1.90 -2.49 0.20
H -3.47 -2.71 0.85
C -4.76 2.03 -2.23
C -3.81 1.84 -1.10
N -3.49 3.02 -0.51
O -3.26 0.78 -0.78
H -5.81 1.79 -1.89
H -4.52 1.28 -2.98
H -4.73 3.09 -2.56
H -4.04 3.84 -0.70
H -3.05 3.03 0.40
```

Computed properties:
LUMO level (spin up / spin down) = -2.126 / -5.007 eV
total charge = +1
2S+1 = 3

What is the formula in the second record? C26H49BN3OP2Pd

Number 2 is which compound? C26H49BN3OP2Pd

Look up the 2S+1 of the first one. 2